67
Properties=species:S:1:pos:R:3:forces:R:3 method="wB97M-V/def2-TZVPD" gap_ha="0.30047 / 0.23104" charge=+4 e_tot_ev=-49150.621 relative_energy_kcal_mol=0.0 spin_multiplicity=4 s2=3.79 e_lumo_ha="-0.50217 / -0.57219" homo_energy_ev="-21.84 / -21.86"
Re -0.0067 -0.0041 0.0795 0.2 -0.1 1.1
C -2.1663 -1.9354 2.3553 0.1 0.0 -0.1
C -1.0363 -0.9529 2.1811 -0.3 -0.4 -0.1
C -1.3278 0.4319 2.1061 -0.6 0.3 -0.1
C -2.7661 0.8930 2.0731 0.1 0.0 0.0
C -0.2684 1.3747 2.1992 -0.1 0.5 -0.1
C -0.5239 2.8006 2.6037 -0.1 -0.2 0.0
C 1.0763 0.9276 2.1112 0.4 0.4 0.0
C 2.1939 1.9310 2.2234 -0.1 -0.1 0.0
C 1.3730 -0.4604 2.1880 0.5 0.0 -0.1
C 2.7933 -0.8845 2.4538 -0.2 0.0 0.0
C 0.3163 -1.4002 2.1935 -0.1 -0.6 -0.1
C 0.6293 -2.8685 2.3505 0.0 0.1 0.0
H -2.5304 -2.3353 1.4038 0.0 0.0 0.0
H -3.0107 -1.4655 2.8520 0.0 0.0 0.0
H -1.8525 -2.7763 2.9687 0.0 0.0 0.0
H -3.1607 0.9578 3.0927 0.0 0.0 0.0
H -3.4004 0.1982 1.5262 0.0 0.0 0.0
H -2.8677 1.8803 1.6298 0.0 0.0 0.0
H -0.0775 2.9116 3.5986 0.0 0.0 0.0
H -1.5776 3.0400 2.6940 0.0 0.0 0.0
H -0.0351 3.5417 1.9834 0.1 0.0 0.0
H 2.3708 2.1316 3.2874 0.0 0.0 0.0
H 1.9540 2.8865 1.7649 0.0 0.0 0.0
H 3.1323 1.5622 1.8230 0.0 0.0 0.0
H 3.1745 -0.2934 3.2896 0.0 0.0 0.0
H 3.4630 -0.6998 1.6184 0.0 0.0 0.0
H 2.8708 -1.9297 2.7293 0.0 0.0 0.0
H 0.8347 -3.0750 3.4070 0.0 0.0 0.0
H 1.5160 -3.1674 1.7936 0.0 0.0 0.0
H -0.2007 -3.5099 2.0731 0.0 0.0 0.0
C 3.6166 0.1763 -0.8567 0.1 0.0 -0.1
P 1.9472 0.0380 -1.5040 0.0 0.0 -0.1
C 1.9345 -1.4301 -2.5517 0.0 0.0 0.0
C 1.6844 1.4881 -2.5823 0.0 0.0 0.0
C 0.2044 1.7774 -2.8418 0.1 0.0 -0.1
P -0.6924 1.9916 -1.2733 0.0 0.0 0.0
C -0.1471 3.5834 -0.6381 0.0 0.1 -0.1
C -2.4632 2.1637 -1.5735 0.0 0.1 0.0
H 4.2635 0.3634 -1.7212 0.0 0.0 0.0
H 3.9370 -0.7600 -0.4024 0.0 0.0 0.0
H 3.7260 1.0077 -0.1641 0.0 0.0 0.0
H 2.8099 -1.3592 -3.2046 0.0 0.0 0.0
H 1.0391 -1.4745 -3.1718 0.0 0.0 0.0
H 2.0216 -2.3406 -1.9573 0.0 0.0 0.0
H 2.2076 1.2797 -3.5211 0.0 0.0 0.0
H 2.1945 2.3423 -2.1288 0.0 0.0 0.0
H -0.2664 1.0040 -3.4512 0.0 0.0 0.0
H 0.0856 2.7153 -3.3930 0.0 0.0 -0.1
H -0.2101 4.2881 -1.4737 0.0 0.0 0.0
H 0.8783 3.5684 -0.2712 0.0 0.0 0.0
H -0.8258 3.9264 0.1385 0.0 0.0 0.0
H -2.5781 2.9552 -2.3226 0.0 0.0 0.0
H -2.9636 2.4838 -0.6587 0.0 0.0 0.0
H -2.9434 1.2612 -1.9449 0.0 0.1 0.0
N -3.4826 -1.4303 -5.0763 0.1 0.0 0.2
C -2.9297 -1.7915 -4.1351 0.0 -0.1 -0.2
C -2.1826 -2.2100 -2.9827 -0.1 0.0 -0.1
C -1.9941 -3.5490 -2.6308 -0.1 -0.1 -0.1
C -1.2306 -3.8373 -1.5061 0.0 0.0 0.0
C -0.6940 -2.8100 -0.7645 -0.1 0.2 -0.2
N -0.8895 -1.4993 -1.0891 -0.1 -0.2 -0.1
C -1.6209 -1.2259 -2.1958 0.0 0.0 0.3
H -2.4307 -4.3395 -3.2320 0.0 0.0 0.0
H -1.0476 -4.8618 -1.2057 0.0 0.0 0.0
H -0.0773 -3.0113 0.0942 0.0 0.0 0.1
H -1.7696 -0.1942 -2.4605 0.0 0.0 0.0